i:
{
  "formula": "C11H14N2",
  "method": "the ωB97M-V functional and the def2-TZVPD basis",
  "symbols": ["C", "C", "C", "C", "C", "C", "C", "H", "H", "H", "H", "H", "H", "H", "H", "C", "C", "C", "C", "N", "N", "H", "H", "H", "H", "H", "H"],
  "coordinates": [[-2.844, -0.599, -1.092], [0.896, -0.676, -1.455], [-0.395, -0.882, -1.026], [1.176, 0.358, -2.354], [-1.471, -0.125, -1.508], [0.122, 1.153, -2.759], [-1.202, 0.887, -2.412], [1.700, -1.308, -1.109], [-0.619, -1.634, -0.291], [2.181, 0.433, -2.744], [0.309, 1.992, -3.423], [-3.613, -0.151, -1.724], [-2.990, -0.336, -0.046], [-1.956, 1.464, -2.931], [-2.928, -1.663, -1.258], [-0.221, 1.245, 1.251], [1.953, 0.315, 2.156], [0.612, 0.248, 1.958], [1.130, -1.466, 3.130], [2.271, -0.775, 2.939], [0.113, -0.872, 2.581], [2.745, 0.922, 1.755], [3.153, -0.936, 3.381], [0.344, 1.709, 0.483], [-0.409, 2.140, 1.864], [1.170, -2.407, 3.656], [-1.228, 0.966, 0.977]],
  "mulliken_charge": [-1.3479, -0.2496, -0.3589, -0.6875, 0.7747, -0.3583, -0.5932, 0.4013, 0.2799, 0.3964, 0.3646, 0.3921, 0.2877, 0.3634, 0.3518, -1.2053, -0.6610, 0.8748, -0.2144, -0.0619, -0.6491, 0.4181, 0.1743, 0.2920, 0.4194, 0.4154, 0.1811],
  "homo_lumo_gap_ev": 9.3,
  "lumo_energy_ev": 0.881
}

---

ii:
{
  "formula": "C11H14N2",
  "method": "the ωB97M-V functional and the def2-TZVPD basis",
  "symbols": ["C", "C", "C", "C", "C", "C", "C", "H", "H", "H", "H", "H", "H", "H", "H", "C", "C", "C", "C", "N", "N", "H", "H", "H", "H", "H", "H"],
  "coordinates": [[0.406, -0.602, 2.131], [1.353, 3.534, 2.095], [0.050, 3.118, 2.386], [2.378, 2.572, 1.904], [-0.308, 1.762, 2.462], [2.003, 1.257, 1.815], [0.726, 0.873, 2.176], [1.601, 4.570, 2.084], [-0.509, 4.034, 2.312], [3.285, 3.081, 1.589], [-1.327, 1.451, 2.490], [2.820, 0.540, 1.572], [1.039, -1.275, 1.602], [-0.457, -0.627, 1.432], [-0.011, -0.980, 3.099], [-1.448, -3.795, -1.388], [-1.437, -0.760, -3.272], [-1.165, -2.500, -2.070], [0.033, -1.875, -2.158], [-2.149, -1.775, -2.756], [-0.137, -0.747, -2.929], [-1.948, 0.073, -3.697], [0.522, -0.174, -3.456], [0.949, -2.247, -1.767], [-2.375, -3.809, -0.755], [-0.641, -4.365, -0.854], [-1.864, -4.503, -2.092]],
  "mulliken_charge": [-1.3782, -0.3276, -0.3448, -0.5333, -0.5727, -0.5001, 1.0519, 0.3733, 0.2991, 0.3275, 0.3793, 0.2555, 0.3633, 0.3006, 0.3042, -1.1374, -0.2718, 0.8067, -0.6781, -0.6054, -0.0733, 0.3883, 0.2378, 0.4307, 0.2799, 0.3015, 0.3231],
  "homo_lumo_gap_ev": 9.4,
  "lumo_energy_ev": 0.728
}

---

Which one is most stable, and which one is least stable? i is the most stable of them, while ii is the least stable.

---

i:
{
  "formula": "C2H5OPS",
  "method": "the ωB97M-V functional and the def2-TZVPD basis",
  "symbols": ["C", "C", "O", "P", "S", "H", "H", "H", "H", "H"],
  "coordinates": [[-0.841, -1.220, 0.406], [-0.325, 1.269, -0.316], [1.970, 0.156, -0.334], [0.809, 0.272, 0.818], [-1.805, 0.292, 0.130], [-0.481, -1.692, -0.398], [-1.308, -1.761, 1.209], [-0.457, 2.330, -0.068], [-0.117, 0.978, -1.422], [2.555, -0.623, -0.025]],
  "mulliken_charge": [-0.7671, -0.4699, -0.4554, 0.2010, -0.1341, 0.3557, 0.3408, 0.3777, 0.2273, 0.3242],
  "homo_lumo_gap_ev": 8.4,
  "lumo_energy_ev": 0.502
}

---

ii:
{
  "formula": "C2H5OPS",
  "method": "the ωB97M-V functional and the def2-TZVPD basis",
  "symbols": ["C", "C", "O", "P", "S", "H", "H", "H", "H", "H"],
  "coordinates": [[-0.671, 1.582, 0.539], [0.382, -1.544, 0.126], [1.562, -2.006, -0.475], [-0.436, 0.036, -0.343], [-1.261, -1.887, -0.699], [-0.796, 1.416, 1.684], [-1.533, 2.127, 0.057], [0.315, -1.793, 1.121], [1.455, -2.426, -1.384], [-0.025, 0.243, -1.559]],
  "mulliken_charge": [-0.7770, -0.1740, -0.5092, 0.3553, -0.2275, 0.2218, 0.2447, 0.4519, 0.3568, 0.0572],
  "homo_lumo_gap_ev": 8.7,
  "lumo_energy_ev": 0.437
}

---

iii:
{
  "formula": "C2H5OPS",
  "method": "the ωB97M-V functional and the def2-TZVPD basis",
  "symbols": ["C", "C", "O", "P", "S", "H", "H", "H", "H", "H"],
  "coordinates": [[1.176, 0.834, -0.066], [-0.756, -0.334, 0.038], [-1.912, -0.979, -0.029], [0.879, -1.032, -0.095], [-0.556, 1.316, -0.377], [1.403, 0.982, 0.934], [1.909, 1.228, -0.943], [-0.094, -0.281, 2.068], [-2.765, -0.490, -0.064], [0.716, -1.243, -1.465]],
  "mulliken_charge": [-0.6248, 0.0335, -0.3613, -0.0254, -0.0533, 0.3848, 0.3448, -0.0452, 0.3519, -0.0051],
  "homo_lumo_gap_ev": [7.5, 7.5],
  "lumo_energy_ev": [0.010, 0.014]
}

---

Which one is most stable, and which one is least stable? i is the most stable of them, while iii is the least stable.

---

i:
{
  "formula": "C4H10N4O",
  "method": "the ωB97M-V functional and the def2-TZVPD basis",
  "symbols": ["C", "N", "C", "C", "N", "N", "N", "C", "O", "H", "H", "H", "H", "H", "H", "H", "H", "H", "H"],
  "coordinates": [[-0.237, 1.358, -1.872], [0.675, -0.934, -0.375], [-0.963, 0.416, -0.948], [0.532, -0.289, 0.718], [1.550, -2.008, -0.463], [1.267, -0.389, 1.878], [-1.713, 0.194, 1.481], [-0.624, 0.658, 0.638], [-1.962, -0.194, -1.258], [2.502, -1.761, -0.209], [1.523, -2.375, -1.412], [0.796, -0.025, 2.699], [1.748, -1.264, 2.026], [-2.058, -0.688, 1.087], [-2.490, 0.851, 1.406], [-0.339, 1.681, 0.894], [-0.712, 2.329, -1.829], [0.805, 1.448, -1.565], [-0.298, 0.991, -2.894]],
  "mulliken_charge": [-1.2394, 0.1354, 0.9427, 0.2142, -0.8790, -0.5334, -0.6952, -0.2712, -0.6009, 0.2060, 0.2411, 0.2659, 0.2086, 0.3023, 0.2706, 0.4450, 0.3169, 0.3293, 0.3410],
  "homo_lumo_gap_ev": 9.5,
  "lumo_energy_ev": 0.906
}

---

ii:
{
  "formula": "C4H10N4O",
  "method": "the ωB97M-V functional and the def2-TZVPD basis",
  "symbols": ["C", "C", "C", "C", "H", "H", "H", "H", "H", "H", "H", "H", "H", "H", "N", "N", "N", "N", "O"],
  "coordinates": [[-0.425, -0.945, 0.858], [0.989, 0.826, -0.362], [-0.100, 0.789, -1.474], [-1.366, 0.764, -0.824], [0.887, -1.781, 2.896], [1.223, -2.372, 1.706], [1.207, -0.636, 1.331], [1.981, 0.820, -0.863], [0.744, 1.962, 0.318], [0.225, -0.329, -2.042], [1.104, 2.048, -2.590], [-1.132, 1.910, -0.234], [-2.220, 0.496, -1.449], [-2.230, -0.706, 0.226], [0.407, -2.282, 2.384], [-0.676, -1.698, 1.742], [0.865, -0.405, 0.557], [-1.457, -0.506, 0.006], [-0.027, 2.046, -2.188]],
  "mulliken_charge": [0.4556, -0.6269, -0.1168, -0.4513, 0.2751, 0.2778, 0.1489, 0.4454, 0.2286, 0.2305, 0.3948, 0.2049, 0.3346, 0.0118, -0.6679, -0.2888, -0.2154, -0.1337, -0.5072],
  "homo_lumo_gap_ev": 9.0,
  "lumo_energy_ev": 0.334
}

---

iii:
{
  "formula": "C4H10N4O",
  "method": "the ωB97M-V functional and the def2-TZVPD basis",
  "symbols": ["C", "C", "C", "C", "H", "H", "H", "H", "H", "H", "H", "H", "H", "H", "N", "N", "N", "N", "O"],
  "coordinates": [[-2.887, -0.774, -0.102], [-0.825, 0.530, -0.085], [0.024, -0.118, 1.003], [3.074, -0.637, -0.676], [-2.425, -1.722, 0.424], [-3.526, -1.163, -0.905], [-3.524, -0.241, 0.724], [-0.776, -0.915, 1.362], [0.461, 0.615, 1.739], [0.732, -1.250, -0.595], [3.030, -1.648, -1.118], [4.041, -0.101, -0.960], [-0.801, 2.427, -0.883], [1.493, 1.750, 0.304], [-1.952, 0.278, -0.613], [1.038, -0.897, 0.363], [2.234, -0.156, 0.228], [-0.072, 1.695, -0.658], [0.660, 2.326, 0.449]],
  "mulliken_charge": [-0.7217, 0.5275, -0.5907, -0.3733, 0.2413, 0.2814, 0.2593, 0.2065, 0.3952, 0.3801, 0.2911, 0.2314, 0.3403, 0.4392, -0.5856, -0.2319, -0.3384, -0.2830, -0.4686],
  "homo_lumo_gap_ev": 9.5,
  "lumo_energy_ev": 0.694
}

---

iv:
{
  "formula": "C4H10N4O",
  "method": "the ωB97M-V functional and the def2-TZVPD basis",
  "symbols": ["C", "C", "C", "C", "H", "H", "H", "H", "H", "H", "H", "H", "H", "H", "N", "N", "N", "N", "O"],
  "coordinates": [[2.377, -0.753, 1.577], [0.839, -0.839, 1.521], [0.065, -0.638, 0.263], [-0.546, 1.959, -1.543], [2.738, 0.284, 1.167], [2.840, -1.721, 1.033], [2.609, -0.996, 2.662], [0.527, -0.196, 2.335], [0.875, -1.900, 1.820], [-0.974, -0.214, -1.984], [-1.225, 2.226, -2.394], [0.609, 2.586, -0.277], [-2.881, -2.017, 0.608], [-1.521, -1.865, 1.827], [-0.364, 0.600, -1.631], [-0.148, 2.903, -0.819], [-1.187, -0.986, -0.084], [-1.807, -1.903, 0.747], [0.567, 0.142, -0.651]],
  "mulliken_charge": [-1.0541, -0.5279, 0.8591, 0.0255, 0.2799, 0.2594, 0.3376, 0.2963, 0.3322, 0.3948, 0.3180, 0.2828, 0.2367, 0.2221, -0.2033, -0.6299, -0.3348, -0.6948, -0.3997],
  "homo_lumo_gap_ev": 8.8,
  "lumo_energy_ev": 0.759
}

---

Which one is most stable, and which one is least stable? i is the most stable of them, while ii is the least stable.